<a>
Density functional theory data (ωB97M-V/def2-TZVPD) for a structure of composition C22H42N4O2P2RhS3.

Its HOMO energy (alpha / beta) is -0.389 / -0.388 hartree. As for the net charge: +1. For the LUMO energy (alpha / beta), the calculation gives -4.6 / -5.2 eV. The value obtained for the HOMO-LUMO gap (alpha / beta) is 0.22162 / 0.19690 hartree.

Geometry as XYZ:
```
76
Properties=species:S:1:pos:R:3:mulliken_charge:R:1
Rh -0.536 -0.577 0.231 -0.69
N -1.745 -3.660 3.265 -0.39
C -1.537 -2.817 2.250 0.71
S -0.692 -1.344 2.606 -0.38
N -2.043 -3.151 1.088 -1.57
N -1.723 -2.393 0.055 1.24
C -2.220 -2.623 -1.105 -0.69
C -1.718 -1.872 -2.240 0.57
C -1.915 -2.311 -3.543 -0.85
C -1.320 -1.620 -4.586 -0.52
C -0.559 -0.498 -4.303 -1.10
C -0.424 -0.104 -2.981 -1.18
N -0.991 -0.770 -1.980 1.10
H -1.427 -3.436 4.190 0.21
H -2.243 -4.518 3.099 0.24
H -2.940 -3.422 -1.245 0.46
H -2.508 -3.199 -3.720 0.50
H -1.436 -1.963 -5.605 0.43
H -0.072 0.068 -5.084 0.52
H 0.164 0.764 -2.721 1.23
C -2.441 2.407 -1.880 -1.65
C -3.147 2.102 -0.559 0.23
C -4.358 1.203 -0.808 -1.43
P -1.975 1.352 0.669 1.19
C -2.955 1.071 2.228 0.56
C -3.767 2.268 2.723 -1.53
C -3.829 -0.193 2.139 -1.64
C -0.766 2.700 1.107 0.61
C -1.316 4.124 1.066 -1.62
C 0.490 2.604 0.225 -0.85
H -3.131 2.915 -2.555 0.55
H -2.123 1.483 -2.359 0.23
H -1.571 3.050 -1.751 0.28
H -3.472 3.040 -0.101 0.89
H -4.043 0.202 -1.114 0.17
H -4.963 1.625 -1.612 0.49
H -4.991 1.114 0.070 0.24
H -2.164 0.869 2.953 0.46
H -4.453 2.644 1.962 0.28
H -3.125 3.082 3.055 0.35
H -4.366 1.952 3.578 0.48
H -4.855 0.055 1.871 0.41
H -3.856 -0.697 3.105 0.43
H -3.452 -0.903 1.401 0.16
H -0.485 2.446 2.135 0.44
H -1.515 4.437 0.040 0.31
H -0.564 4.798 1.478 0.49
H -2.227 4.250 1.646 0.31
H 0.304 2.984 -0.780 0.15
H 0.839 1.572 0.129 -0.28
H 1.302 3.191 0.653 0.47
C 3.577 -3.269 -2.182 -1.18
C 4.543 -2.811 -1.105 0.40
C 4.403 -3.597 0.187 -1.11
O 4.429 -1.388 -0.808 -0.38
P 3.204 -0.390 -0.885 0.66
S 2.603 0.176 -2.661 -0.40
S 1.709 -1.217 0.298 -0.17
O 3.767 0.839 -0.081 -0.35
C 4.428 0.692 1.216 0.86
C 5.902 0.983 1.023 -1.48
C 3.753 1.649 2.177 -1.25
H 3.765 -4.317 -2.415 0.47
H 3.702 -2.682 -3.090 0.35
H 2.545 -3.172 -1.839 0.15
H 5.566 -2.897 -1.474 0.25
H 3.400 -3.479 0.596 0.18
H 5.130 -3.250 0.922 0.30
H 4.580 -4.656 -0.001 0.46
H 4.290 -0.336 1.561 0.30
H 6.031 1.988 0.622 0.33
H 6.341 0.268 0.328 0.32
H 6.423 0.912 1.978 0.42
H 3.804 2.665 1.783 0.31
H 4.258 1.621 3.142 0.48
H 2.708 1.370 2.323 0.07
```


<b>
Density functional theory data (ωB97M-V/def2-TZVPD) for a structure of composition C22H42N4O2P2RhS3.

Its HOMO energy is -0.343 hartree. As for the net charge: +1. For the LUMO energy, the calculation gives -5.2 eV. The value obtained for the HOMO-LUMO gap is 0.15188 hartree.

Geometry as XYZ:
```
76
Properties=species:S:1:pos:R:3:mulliken_charge:R:1
Rh 1.632 -1.637 0.241 -0.86
N 1.329 1.280 3.386 -0.23
C 1.318 0.227 2.583 0.42
S 2.103 0.413 1.011 -0.09
N 0.844 -0.921 3.002 -1.39
N 1.059 -1.906 2.088 0.84
C 0.921 -3.120 2.479 -0.30
C 1.278 -4.205 1.570 0.55
C 1.117 -5.536 1.896 -0.87
C 1.585 -6.496 1.008 -0.33
C 2.220 -6.086 -0.149 -0.64
C 2.324 -4.728 -0.411 -0.76
N 1.848 -3.802 0.419 0.05
H 1.498 2.192 2.992 0.20
H 0.822 1.228 4.257 0.26
H 0.636 -3.303 3.510 0.43
H 0.648 -5.808 2.831 0.46
H 1.468 -7.547 1.231 0.46
H 2.630 -6.797 -0.851 0.45
H 2.823 -4.371 -1.300 0.75
C 0.419 -3.859 -2.456 -1.54
C -0.528 -2.672 -2.409 0.74
C -1.967 -3.133 -2.652 -1.55
P -0.341 -1.553 -0.947 2.03
C 0.027 0.049 -1.700 2.07
C 1.504 -0.018 -2.144 -1.45
C -0.903 0.427 -2.862 -1.13
C -1.707 -1.552 0.231 1.35
C -1.995 -2.943 0.800 -1.77
C -2.961 -0.813 -0.253 -1.29
H 0.284 -4.390 -3.399 0.54
H 0.215 -4.559 -1.646 0.40
H 1.461 -3.543 -2.405 0.11
H -0.250 -1.997 -3.220 0.32
H -2.286 -3.870 -1.919 0.32
H -2.007 -3.608 -3.634 0.48
H -2.680 -2.315 -2.660 0.29
H -0.073 0.771 -0.882 -1.67
H 1.639 -0.509 -3.107 0.44
H 2.147 -0.579 -1.409 0.52
H 1.958 0.972 -2.161 0.13
H -0.535 0.036 -3.811 0.43
H -0.965 1.512 -2.922 0.09
H -1.926 0.081 -2.719 0.33
H -1.269 -0.921 1.017 -0.37
H -2.609 -3.538 0.128 0.37
H -2.550 -2.826 1.731 0.42
H -1.093 -3.511 1.023 0.42
H -3.472 -1.337 -1.057 0.24
H -2.746 0.215 -0.544 0.15
H -3.646 -0.756 0.595 0.45
C 0.587 4.121 -2.466 -1.30
C 0.666 4.357 -0.973 0.63
C 2.082 4.645 -0.500 -1.31
O 0.227 3.185 -0.247 -0.59
P -1.324 3.075 0.273 1.14
S -2.612 3.171 -1.165 -0.45
S -1.269 1.470 1.449 -0.44
O -1.469 4.421 1.148 -0.45
C -0.634 4.690 2.286 1.51
C -0.232 6.150 2.210 -1.53
C -1.400 4.369 3.553 -1.41
H 0.953 4.998 -2.999 0.48
H -0.440 3.927 -2.768 0.29
H 1.214 3.270 -2.751 0.16
H 0.001 5.180 -0.697 0.38
H 2.610 3.700 -0.350 0.19
H 2.092 5.192 0.442 0.28
H 2.632 5.230 -1.237 0.42
H 0.261 4.059 2.210 -0.35
H -1.123 6.778 2.220 0.37
H 0.324 6.364 1.298 0.31
H 0.390 6.416 3.066 0.38
H -2.290 4.997 3.616 0.35
H -0.780 4.568 4.428 0.39
H -1.713 3.325 3.556 0.28
```


Stability, highest: <a>


<a>
Density functional theory data (ωB97M-V/def2-TZVPD) for an isolated molecule of C5H3F.

Its HOMO energy is -0.336 hartree. For the LUMO energy, the calculation gives -0.1 eV. The value obtained for the HOMO-LUMO gap is 0.33279 hartree.

Geometry as XYZ:
```
9
Properties=species:S:1:pos:R:3:mulliken_charge:R:1
C 2.126 -0.290 0.080 -0.24
C 0.569 -0.324 -0.172 0.04
C -0.699 -0.085 -0.546 -0.12
C -2.033 0.048 -0.257 -0.10
C -3.219 0.437 0.113 -0.22
H 2.277 -0.461 1.194 0.22
H 2.513 -1.116 -0.449 0.27
H -4.189 0.880 0.241 0.38
F 2.655 0.911 -0.205 -0.23
```


<b>
Density functional theory data (ωB97M-V/def2-TZVPD) for an isolated molecule of C5H3F.

Its HOMO energy is -0.323 hartree. For the LUMO energy, the calculation gives -0.1 eV. The value obtained for the HOMO-LUMO gap is 0.31939 hartree.

Geometry as XYZ:
```
9
Properties=species:S:1:pos:R:3:mulliken_charge:R:1
C 0.060 -1.100 0.729 0.56
C 0.801 -1.919 2.849 0.22
C 0.274 0.296 0.067 -0.36
C -0.580 -0.839 -0.436 -0.62
C 0.226 -1.888 1.796 -0.36
F 1.001 -2.618 3.947 -0.21
H 1.327 0.425 -0.442 0.16
H -0.114 1.280 0.648 0.19
H -1.253 -1.040 -1.119 0.42
```


Stability, highest: <a>